The following is a quantum chemistry calculation of a cluster of 2 separate species, C10H10N2 in total, from the Open Molecules 2025 dataset.

Element x y z (Å)
C -2.48832 0.68607 -1.18975
C -1.48360 -0.92988 0.89236
C 3.04108 0.96247 -0.48957
C -2.36536 1.21908 0.03712
H -2.87357 2.27115 0.45660
C 1.86314 1.29590 0.16588
C -1.70253 0.44971 0.96032
H 1.70931 2.38690 0.14246
H 0.75116 -1.93009 0.42840
C -1.99597 -1.48281 -0.34973
H -0.22648 0.35639 0.54388
N -2.22252 -0.66867 -1.41783
C 1.37463 -0.99450 0.19397
C 0.93719 0.26440 0.37476
H -2.74886 1.25986 -1.98140
H 3.21610 -2.22037 -0.22880
H -1.86658 -2.49427 -0.60463
H -1.32504 -1.57765 1.81755
C 2.78511 -1.25015 -0.18022
H 3.57743 1.83580 -0.94154
H -1.52101 0.82674 2.02851
N 3.56469 -0.26610 -0.65834

As for the SMILES: c1ccncc1.c1ccncc1. The value obtained for the HOMO energy is -9.12 eV. The calculation puts the HOMO-LUMO gap at 9.44 eV. Its relative energy (zero: lowest compared OMol25 entry of this formula, charge and spin) is 4.790 eV. As for the multiplicity: 1. The LUMO energy is 0.317 eV.